Entry 1:
Computed, not measured: C6H9N in the gas phase at a distorted geometry, with ωB97M-V with the def2-TZVPD basis set.

Element x y z (Å)
C -2.76946 -0.27874 -0.10881
C -1.51234 -0.57544 0.00520
C -0.24886 -0.88576 0.15735
C 1.00636 -0.20676 -0.45297
C 2.23224 -1.07250 -0.40918
N 0.96798 0.76568 0.42171
C 0.00653 1.83587 0.35798
H -3.35645 0.03492 0.74521
H -3.27241 -0.28427 -1.06563
H -0.01700 -1.89256 0.48263
H 2.38700 -1.54834 0.56526
H 3.09380 -0.43274 -0.60164
H 2.16497 -1.85262 -1.16796
H 0.53926 2.73771 0.66750
H -0.82345 1.65679 1.04921
H -0.39818 1.99877 -0.64586

Atoms 1-3, force components in eV/Å:
C -0.40 0.28 0.21
C 0.65 -0.34 0.32
C -1.74 -1.50 -3.46

Properties
DFT total energy: -288.5799 Ha
relative energy (zero: lowest compared OMol25 entry of this formula, charge and spin): 126.8 kcal per mole
gap between HOMO and LUMO: 7.64 eV
LUMO energy: 0.03 eV

Atom charges from the Mulliken analysis, given in e for atoms 1 to 6:
1 C -0.73
2 C -0.04
3 C -0.44
4 C 0.94
5 C -1.37
6 N -0.44


Entry 2:
Computed, not measured: a molecular structure, C6H9N, with ωB97M-V with the def2-TZVPD basis set.

Element x y z (Å)
C -0.97846 1.76455 -0.14761
N 0.08103 0.84512 0.23215
C -0.33484 -0.50221 0.79075
C -0.59726 -0.99827 -0.65545
C 0.61244 -0.04810 -0.87052
C 1.69989 -0.77418 -0.07659
C 1.05849 -1.07814 1.05206
H -1.47216 2.13333 0.75679
H -0.51970 2.62881 -0.64071
H -1.75315 1.37165 -0.82370
H -1.08980 -0.53548 1.57874
H -1.53100 -0.61439 -1.07427
H -0.47736 -2.06400 -0.87921
H 0.85459 0.40317 -1.83478
H 2.74093 -0.91659 -0.34704
H 1.43577 -1.52782 1.96387

Atoms 1-3, force components in eV/Å:
C -0.09 0.12 -0.08
N 0.01 0.03 0.02
C -0.15 -0.10 0.31

Properties
DFT total energy: -288.6715 Ha
relative energy (zero: lowest compared OMol25 entry of this formula, charge and spin): 69.4 kcal per mole
gap between HOMO and LUMO: 9.73 eV
LUMO energy: 1.19 eV

Atom charges from the Mulliken analysis, given in e for atoms 1 to 6:
1 C -0.84
2 N -0.34
3 C -0.12
4 C -0.52
5 C -0.14
6 C -0.57


Entry 3:
Computed, not measured: a gas-phase ion, C6H9N (charge +1) at a distorted geometry, with ωB97M-V with the def2-TZVPD basis set.

Element x y z (Å)
C -1.43859 0.26641 -0.99422
C -1.65328 -1.14851 -0.90805
N -0.44909 -1.68730 -0.37517
C 0.33373 -0.63395 0.18798
C -0.29388 0.52580 -0.21195
C 0.16956 1.89312 0.28536
C 1.59835 -0.69816 0.87950
H -1.81060 0.95823 -1.79098
H -2.64712 -1.58994 -1.11317
H -0.44380 -2.64249 -0.01276
H 0.09317 1.84611 1.47976
H -0.43887 2.78047 -0.29077
H 1.19541 2.04817 -0.01585
H 1.57547 0.20510 1.53604
H 1.86861 -1.71802 1.18582
H 2.34094 -0.40503 0.15849

Atoms 1-3, force components in eV/Å:
C 1.49 -0.30 -0.31
C 1.71 1.41 0.13
N -1.45 0.12 1.10

Properties
net charge: +1
DFT total energy: -288.4437 Ha
relative energy (zero: lowest compared OMol25 entry of this formula, charge and spin): 37.3 kcal per mole
gap between HOMO and LUMO (alpha / beta): 10.37 / 7.45 eV
multiplicity: 2
LUMO energy (alpha / beta): -3.79 / -7.05 eV
expectation value of S²: 0.766

Atom charges from the Mulliken analysis, given in e for atoms 1 to 6:
1 C -0.44
2 C -0.29
3 N -0.11
4 C 0.11
5 C 0.93
6 C -1.23


Entry 4:
Computed, not measured: a gas-phase ion, C6H9N (charge +1) at a distorted geometry, with ωB97M-V with the def2-TZVPD basis set.

Element x y z (Å)
C -0.72442 -1.34294 1.24382
C -0.59595 -0.22990 0.26232
C -1.62491 0.64127 -0.19418
N -1.06080 1.63316 -0.94804
C 0.25436 1.35936 -1.07326
C 0.58348 0.20359 -0.32466
C 1.91872 -0.37796 -0.03834
H -1.71890 -1.42980 1.65601
H -0.00362 -1.23206 2.05086
H -0.42843 -2.25370 0.70858
H -2.70329 0.55853 -0.19469
H -1.59025 2.26795 -1.52821
H 0.94750 1.90916 -1.68430
H 1.82940 -1.45813 -0.10559
H 2.64457 -0.10862 -0.77944
H 2.27254 -0.13991 0.94914

Atoms 1-3, force components in eV/Å:
C 0.37 -0.13 -0.69
C 0.12 0.25 0.31
C -0.04 0.23 -0.66

Properties
net charge: +1
DFT total energy: -288.4915 Ha
relative energy (zero: lowest compared OMol25 entry of this formula, charge and spin): 7.3 kcal per mole
gap between HOMO and LUMO (alpha / beta): 11.13 / 7.14 eV
multiplicity: 2
LUMO energy (alpha / beta): -3.44 / -7.26 eV
expectation value of S²: 0.764

Atom charges from the Mulliken analysis, given in e for atoms 1 to 6:
1 C -1.28
2 C 0.75
3 C -0.57
4 N -0.02
5 C -0.60
6 C 0.75


Entry 5:
Computed, not measured: a gas-phase ion, C6H9N2 (charge +1) at a distorted geometry, with ωB97M-V with the def2-TZVPD basis set.

Element x y z (Å)
C -3.12451 0.61284 -0.08296
N -3.07462 -0.66710 0.01580
C -1.85386 0.00591 0.04257
N -0.57647 -0.01601 -0.01330
C 0.31023 1.12946 -0.07971
C 1.71776 0.55627 0.27181
C 1.60381 -0.93349 -0.23419
C 0.12183 -1.32979 0.15580
H -3.46790 1.57914 0.12076
H 0.11980 1.87082 0.70121
H 0.17584 1.41962 -1.08374
H 2.09184 0.79707 1.22110
H 2.42839 0.97566 -0.46924
H 1.60942 -0.82734 -1.34809
H 2.45995 -1.39832 0.19204
H -0.48711 -1.97006 -0.55647
H -0.05440 -1.80470 1.14663

Atoms 1-3, force components in eV/Å:
C 3.70 -0.53 1.26
N -0.14 -0.93 0.03
C -1.04 1.59 -1.32

Properties
net charge: +1
DFT total energy: -343.1558 Ha
relative energy (zero: lowest compared OMol25 entry of this formula, charge and spin): 103.9 kcal per mole
gap between HOMO and LUMO: 10.68 eV
LUMO energy: -4.79 eV

Atom charges from the Mulliken analysis, given in e for atoms 1 to 6:
1 C -0.02
2 N -0.39
3 C 0.52
4 N 0.08
5 C -0.56
6 C -0.71


Entry 6:
Computed, not measured: a gas-phase ion, C6H9N2 (charge +1) at a distorted geometry, with ωB97M-V with the def2-TZVPD basis set.

Element x y z (Å)
C 0.65528 -2.27335 -1.02328
C 1.74495 -1.29820 -1.22175
C 0.42479 0.88075 0.05278
C -1.09764 -0.76560 0.02224
C 0.73615 -0.12512 -1.05711
C -1.45448 1.17431 1.62756
N -0.30441 -1.22556 -0.93906
N -0.88362 0.34778 0.55261
H 2.46170 -1.58951 -0.37346
H 2.33653 -1.09445 -2.11758
H 1.07583 0.93395 0.87777
H 0.23793 1.95135 -0.22313
H -1.90696 -1.26959 0.45995
H 0.59340 0.30325 -2.11833
H -0.54032 1.26136 2.31301
H -1.65567 2.15593 1.17851
H -2.42346 0.63271 1.98929

Atoms 1-3, force components in eV/Å:
C -1.38 -1.32 -0.18
C 1.36 1.36 1.32
C -1.10 0.94 -1.13

Properties
net charge: +1
DFT total energy: -343.0991 Ha
relative energy (zero: lowest compared OMol25 entry of this formula, charge and spin): 139.5 kcal per mole
gap between HOMO and LUMO: 8.55 eV
LUMO energy: -4.65 eV

Atom charges from the Mulliken analysis, given in e for atoms 1 to 6:
1 C -0.36
2 C -0.38
3 C -0.92
4 C -0.03
5 C -0.06
6 C -0.63